[1]
ORCA calculation (the ωB97M-V functional and the def2-TZVPD basis) on C38H98F6NO19S2V as an isolated structure in a non-equilibrium geometry.

Properties
Net charge: 0
F_max: 7.798 eV/A
Relative energy (zero: lowest compared OMol25 entry of this formula, charge and spin): 0.0 kcal/mol
HOMO-LUMO gap: 8.0 eV
HOMO energy: -9.42 eV

Element x y z (Å)
O (-0.572, -3.183, -2.031)
V (-1.062, -1.663, -1.746)
O (-2.465, -1.462, -2.502)
C (0.459, -0.574, 1.962)
F (-0.425, 0.315, 2.450)
F (1.593, -0.503, 2.636)
F (0.013, -1.826, 2.030)
S (0.919, -0.196, 0.126)
O (1.950, 0.855, 0.215)
O (1.406, -1.450, -0.479)
N (-0.538, 0.092, -0.791)
S (-0.592, 1.630, -0.834)
O (-0.800, 2.347, 0.404)
O (0.486, 2.149, -1.696)
C (-2.239, 1.982, -1.823)
F (-3.262, 1.556, -1.124)
F (-2.386, 3.284, -1.980)
F (-2.122, 1.395, -3.032)
O (4.776, -0.656, -0.484)
H (4.942, -1.097, -1.320)
H (3.865, -0.364, -0.537)
C (-0.595, -0.620, 5.580)
C (0.556, -1.235, 6.447)
C (1.746, -1.642, 5.532)
O (0.985, -0.267, 7.350)
H (-0.683, -1.102, 4.607)
H (-0.422, 0.451, 5.476)
H (-1.564, -0.706, 6.074)
H (0.052, -2.051, 6.966)
H (2.492, -2.092, 6.191)
H (2.352, -0.874, 5.052)
H (1.515, -2.444, 4.831)
H (1.398, -0.739, 8.078)
C (-1.524, -6.771, 3.030)
C (-1.815, -5.253, 3.022)
C (-1.028, -4.468, 4.089)
O (-1.539, -4.779, 1.695)
H (-1.904, -7.287, 3.911)
H (-0.470, -7.040, 2.949)
H (-1.946, -7.242, 2.141)
H (-2.880, -5.061, 3.154)
H (0.008, -4.785, 3.969)
H (-1.336, -4.594, 5.127)
H (-1.110, -3.422, 3.792)
H (-0.735, -5.211, 1.394)
C (2.642, 2.244, 3.964)
C (2.313, 3.627, 4.515)
C (0.866, 3.930, 4.755)
O (2.968, 3.844, 5.762)
H (3.691, 2.237, 3.668)
H (2.110, 2.111, 3.021)
H (2.409, 1.437, 4.657)
H (2.732, 4.343, 3.808)
H (0.295, 4.106, 3.843)
H (0.814, 4.800, 5.409)
H (0.326, 3.128, 5.259)
H (2.537, 3.255, 6.386)
C (-7.522, 1.565, 1.979)
C (-7.319, 1.100, 0.538)
C (-5.888, 0.719, 0.313)
O (-8.073, -0.013, 0.373)
H (-6.906, 2.411, 2.285)
H (-7.215, 0.760, 2.648)
H (-8.538, 1.794, 2.301)
H (-7.645, 1.844, -0.189)
H (-5.703, -0.155, 0.937)
H (-5.156, 1.492, 0.550)
H (-5.727, 0.599, -0.758)
H (-7.724, -0.703, 0.941)
C (3.623, -3.607, -2.753)
C (4.815, -2.994, -3.485)
C (4.724, -3.007, -4.988)
O (4.961, -1.628, -3.159)
H (3.502, -3.102, -1.795)
H (3.747, -4.663, -2.511)
H (2.667, -3.489, -3.264)
H (5.786, -3.376, -3.167)
H (5.530, -2.376, -5.363)
H (3.783, -2.653, -5.408)
H (4.838, -4.059, -5.252)
H (5.657, -1.213, -3.675)
C (-0.201, 0.225, -5.670)
C (-0.239, -1.210, -4.999)
C (0.805, -2.226, -5.540)
O (0.111, -1.045, -3.609)
H (-0.595, 0.233, -6.687)
H (0.784, 0.690, -5.652)
H (-0.866, 0.873, -5.100)
H (-1.287, -1.501, -5.056)
H (1.812, -1.813, -5.482)
H (0.571, -2.459, -6.579)
H (0.815, -3.148, -4.959)
H (1.025, -0.750, -3.593)
C (-3.866, 1.106, -6.291)
C (-4.382, 0.281, -5.119)
C (-4.929, 1.218, -3.973)
O (-5.314, -0.612, -5.623)
H (-4.619, 1.840, -6.580)
H (-3.600, 0.535, -7.180)
H (-2.990, 1.693, -6.013)
H (-3.621, -0.377, -4.694)
H (-5.132, 0.697, -3.038)
H (-5.790, 1.764, -4.360)
H (-4.177, 1.975, -3.752)
H (-5.804, -0.934, -4.862)
C (-4.287, -3.220, 0.309)
C (-3.351, -2.087, 0.625)
C (-3.385, -1.689, 2.133)
O (-2.078, -2.473, 0.322)
H (-4.236, -3.521, -0.737)
H (-5.313, -2.938, 0.546)
H (-4.115, -4.133, 0.880)
H (-3.681, -1.287, -0.038)
H (-2.952, -2.472, 2.756)
H (-4.439, -1.533, 2.363)
H (-2.771, -0.836, 2.422)
H (-1.965, -3.202, 0.942)
C (4.580, -3.757, 1.937)
C (3.801, -4.781, 1.123)
C (3.719, -6.131, 1.844)
O (2.534, -4.343, 0.720)
H (4.706, -2.903, 1.271)
H (5.536, -4.141, 2.290)
H (4.047, -3.496, 2.852)
H (4.335, -4.954, 0.187)
H (2.973, -6.085, 2.639)
H (4.699, -6.342, 2.272)
H (3.438, -6.992, 1.238)
H (2.635, -3.398, 0.577)
C (0.946, 5.537, -3.133)
C (1.618, 5.236, -4.482)
C (0.595, 5.143, -5.672)
O (2.408, 6.335, -4.823)
H (1.695, 5.921, -2.441)
H (0.563, 4.607, -2.713)
H (0.166, 6.292, -3.231)
H (2.183, 4.308, -4.385)
H (-0.161, 4.367, -5.544)
H (1.120, 4.963, -6.610)
H (0.034, 6.072, -5.768)
H (2.892, 6.632, -4.048)
C (-3.289, 7.247, -1.975)
C (-2.968, 6.721, -0.555)
C (-1.545, 6.183, -0.378)
O (-3.137, 7.772, 0.352)
H (-2.740, 8.113, -2.345)
H (-4.285, 7.669, -1.834)
H (-3.334, 6.427, -2.692)
H (-3.679, 5.927, -0.327)
H (-1.372, 5.932, 0.668)
H (-0.776, 6.869, -0.734)
H (-1.362, 5.279, -0.961)
H (-2.595, 8.532, 0.125)
C (5.051, -0.110, 2.888)
C (6.267, 0.636, 2.533)
C (7.308, 0.684, 3.678)
O (6.908, 0.060, 1.434)
H (5.309, -1.146, 3.109)
H (4.416, -0.226, 2.010)
H (4.577, 0.322, 3.769)
H (5.936, 1.645, 2.283)
H (7.376, -0.298, 4.146)
H (7.035, 1.333, 4.510)
H (8.243, 1.065, 3.269)
H (6.234, -0.084, 0.764)

=====

[2]
ORCA calculation (the ωB97M-V functional and the def2-TZVPD basis) on a 8-piece molecular cluster, C38H98N6O12 overall in a non-equilibrium geometry.

Properties
SMILES string: COC[C@H](C)N.COC[C@H](C)N.COCCNCCOC.COCCNCCOC.COCCNCCOC.COCCNCCOC.CC(C)O.CC(C)O
Net charge: 0
F_max: 3.447 eV/A
Relative energy (zero: lowest compared OMol25 entry of this formula, charge and spin): 115.7 kcal/mol
HOMO-LUMO gap: 8.9 eV
HOMO energy: -8.44 eV

Element x y z (Å)
C (3.048, -9.118, 3.294)
O (3.840, -8.000, 3.369)
C (3.295, -6.916, 2.665)
C (3.991, -5.557, 2.926)
C (4.062, -5.086, 4.401)
N (3.190, -4.516, 2.200)
H (3.440, -9.999, 3.802)
H (2.801, -9.389, 2.268)
H (2.150, -8.865, 3.857)
H (3.282, -7.186, 1.609)
H (2.248, -6.765, 2.925)
H (4.962, -5.831, 2.515)
H (3.042, -5.049, 4.782)
H (4.717, -4.214, 4.407)
H (4.650, -5.908, 4.809)
H (3.056, -4.772, 1.232)
H (2.256, -4.507, 2.585)
C (0.322, 1.452, -5.268)
O (-0.749, 0.496, -5.380)
C (-1.516, 0.817, -6.555)
C (-3.059, 0.370, -6.346)
C (-3.134, -1.038, -5.745)
N (-3.976, 0.606, -7.422)
H (1.245, 0.873, -5.242)
H (0.254, 1.939, -4.296)
H (0.523, 2.093, -6.126)
H (-1.525, 1.890, -6.743)
H (-1.001, 0.309, -7.370)
H (-3.343, 0.964, -5.477)
H (-4.097, -1.511, -5.939)
H (-2.670, -1.237, -4.780)
H (-2.534, -1.615, -6.448)
H (-4.090, 1.604, -7.314)
H (-3.672, 0.355, -8.351)
C (-4.875, 1.497, 5.739)
O (-4.646, 0.398, 6.634)
C (-3.254, 0.054, 6.649)
C (-2.118, 1.131, 6.752)
N (-1.450, 1.407, 5.516)
C (-0.259, 2.124, 5.819)
C (0.541, 2.519, 4.497)
O (-0.320, 3.303, 3.646)
C (0.217, 3.839, 2.390)
H (-4.794, 2.469, 6.226)
H (-5.867, 1.422, 5.292)
H (-4.228, 1.451, 4.863)
H (-3.218, -0.532, 5.731)
H (-3.263, -0.652, 7.480)
H (-1.549, 0.844, 7.637)
H (-2.624, 2.004, 7.166)
H (-2.013, 1.885, 4.827)
H (0.433, 1.400, 6.250)
H (-0.347, 2.916, 6.563)
H (0.809, 1.663, 3.877)
H (1.439, 3.054, 4.807)
H (-0.376, 4.536, 1.799)
H (0.499, 2.963, 1.806)
H (1.107, 4.415, 2.645)
C (10.836, 3.371, -2.567)
O (9.485, 3.827, -2.392)
C (8.778, 3.540, -1.197)
C (8.650, 2.012, -0.769)
N (7.416, 1.567, 0.003)
C (7.459, 0.199, 0.527)
C (7.559, -0.887, -0.683)
O (7.771, -2.080, -0.039)
C (6.606, -2.644, 0.541)
H (11.078, 2.433, -2.068)
H (11.472, 4.034, -1.979)
H (11.216, 3.349, -3.588)
H (7.713, 3.769, -1.237)
H (9.152, 4.168, -0.388)
H (9.486, 1.846, -0.091)
H (8.777, 1.310, -1.593)
H (6.480, 1.490, -0.368)
H (6.717, 0.094, 1.319)
H (8.356, -0.074, 1.082)
H (8.416, -0.691, -1.327)
H (6.632, -0.963, -1.252)
H (6.356, -2.103, 1.453)
H (6.857, -3.612, 0.974)
H (5.701, -2.599, -0.065)
C (-13.274, 2.017, -3.174)
O (-11.874, 1.896, -2.924)
C (-11.080, 1.598, -4.081)
C (-9.515, 1.701, -3.779)
N (-8.966, 0.546, -3.008)
C (-7.565, 0.673, -2.803)
C (-6.809, -0.496, -2.024)
O (-5.994, 0.173, -1.014)
C (-5.015, -0.637, -0.424)
H (-13.633, 2.747, -3.900)
H (-13.750, 2.363, -2.256)
H (-13.626, 1.087, -3.621)
H (-11.381, 2.204, -4.935)
H (-11.338, 0.585, -4.390)
H (-9.375, 2.634, -3.234)
H (-8.887, 1.713, -4.669)
H (-9.332, 0.382, -2.081)
H (-7.398, 1.581, -2.224)
H (-7.163, 0.904, -3.790)
H (-6.242, -1.140, -2.696)
H (-7.494, -1.147, -1.481)
H (-4.323, -1.179, -1.067)
H (-5.577, -1.382, 0.140)
H (-4.586, -0.051, 0.389)
C (3.618, -2.222, -2.134)
O (2.446, -1.639, -1.568)
C (1.988, -0.445, -2.140)
C (0.611, -0.273, -1.465)
N (0.809, -0.061, 0.017)
C (-0.380, 0.292, 0.809)
C (-1.427, -0.903, 0.937)
O (-0.925, -2.096, 1.595)
C (-0.149, -3.082, 0.809)
H (3.668, -2.426, -3.204)
H (3.522, -3.220, -1.707)
H (4.524, -1.640, -1.968)
H (1.820, -0.526, -3.214)
H (2.545, 0.468, -1.927)
H (-0.063, -1.040, -1.848)
H (0.083, 0.596, -1.856)
H (1.385, -0.774, 0.443)
H (-0.802, 1.194, 0.367)
H (-0.032, 0.412, 1.835)
H (-1.717, -1.188, -0.074)
H (-2.311, -0.503, 1.435)
H (-0.801, -3.554, 0.074)
H (0.094, -3.898, 1.489)
H (0.692, -2.689, 0.237)
C (-2.042, 4.645, -2.967)
C (-3.049, 3.794, -2.190)
C (-2.618, 3.263, -0.786)
O (-4.273, 4.529, -1.967)
H (-1.108, 4.155, -3.242)
H (-1.642, 5.509, -2.437)
H (-2.546, 5.141, -3.796)
H (-3.334, 2.976, -2.851)
H (-3.371, 2.584, -0.386)
H (-2.611, 4.092, -0.078)
H (-1.665, 2.741, -0.868)
H (-4.764, 4.078, -1.276)
C (3.727, -0.748, 2.278)
C (3.741, 0.354, 3.291)
C (3.130, -0.109, 4.660)
O (5.004, 0.804, 3.751)
H (4.042, -0.337, 1.319)
H (2.701, -1.071, 2.099)
H (4.269, -1.580, 2.726)
H (3.120, 1.108, 2.807)
H (3.145, 0.589, 5.497)
H (3.696, -0.919, 5.118)
H (2.193, -0.656, 4.561)
H (5.434, 1.345, 3.084)

=====

[3]
ORCA calculation (the ωB97M-V functional and the def2-TZVPD basis) on C38H99CdN6O15 as an isolated structure in a non-equilibrium geometry.

Properties
Net charge: +2
F_max: 3.201 eV/A
2S+1: 2
HOMO-LUMO gap (alpha / beta): 3.4 / 3.1 eV
HOMO energy (alpha / beta): -12.04 / -12.04 eV

Element x y z (Å)
Cd (-2.541, 0.220, -2.785)
C (0.375, 1.903, -0.044)
C (-0.071, 0.487, -0.565)
O (-1.400, 0.262, -0.926)
H (0.069, 2.267, 0.936)
H (0.119, 2.722, -0.716)
H (1.463, 1.964, 0.002)
H (0.323, -0.242, 0.143)
H (0.478, 0.264, -1.480)
O (-3.408, 0.405, 0.939)
H (-3.217, -0.257, 1.603)
H (-2.584, 0.514, 0.464)
O (-4.242, 0.895, -1.836)
H (-4.022, 0.957, -0.906)
H (-5.193, 0.998, -1.865)
C (2.340, 2.247, -3.046)
O (2.912, 1.118, -3.701)
C (4.184, 1.447, -4.268)
C (4.651, 0.225, -5.027)
N (3.602, -0.200, -5.952)
C (3.648, -1.625, -6.094)
C (2.699, -2.013, -7.239)
O (2.700, -0.968, -8.298)
C (1.857, -1.253, -9.363)
H (1.358, 2.021, -2.629)
H (2.197, 3.072, -3.744)
H (3.074, 2.605, -2.324)
H (4.979, 1.591, -3.537)
H (4.246, 2.323, -4.913)
H (4.631, -0.550, -4.261)
H (5.658, 0.274, -5.441)
H (2.824, -0.020, -5.333)
H (3.374, -2.156, -5.183)
H (4.667, -1.951, -6.306)
H (1.693, -2.079, -6.824)
H (3.150, -2.934, -7.610)
H (0.805, -1.486, -9.196)
H (2.235, -1.988, -10.073)
H (1.838, -0.415, -10.059)
C (0.762, 5.308, 1.497)
O (0.973, 4.655, 2.700)
C (2.305, 4.242, 2.939)
C (2.417, 3.743, 4.379)
N (1.478, 2.656, 4.666)
C (1.020, 2.683, 6.055)
C (2.101, 2.283, 7.078)
O (3.048, 3.224, 7.291)
C (2.814, 4.011, 8.439)
H (0.982, 4.652, 0.655)
H (1.350, 6.218, 1.377)
H (-0.298, 5.561, 1.529)
H (2.930, 5.135, 2.923)
H (2.629, 3.485, 2.225)
H (2.204, 4.661, 4.927)
H (3.448, 3.495, 4.631)
H (0.667, 2.970, 4.151)
H (0.292, 1.876, 6.135)
H (0.531, 3.590, 6.409)
H (2.681, 1.363, 7.010)
H (1.548, 2.100, 8.000)
H (1.897, 4.599, 8.396)
H (3.536, 4.828, 8.456)
H (2.839, 3.417, 9.352)
C (4.435, 0.455, -0.042)
O (4.927, 0.100, 1.317)
C (4.055, 0.271, 2.436)
C (2.815, -0.699, 2.400)
N (2.494, -1.275, 3.710)
C (2.074, -0.332, 4.740)
C (1.829, -1.039, 6.110)
O (3.009, -1.218, 6.875)
C (2.763, -1.463, 8.257)
H (5.262, 0.334, -0.741)
H (3.991, 1.446, -0.139)
H (3.766, -0.342, -0.368)
H (3.841, 1.312, 2.679)
H (4.567, -0.047, 3.344)
H (3.046, -1.495, 1.693)
H (1.862, -0.307, 2.042)
H (3.142, -1.965, 4.064)
H (1.111, 0.106, 4.481)
H (2.806, 0.431, 5.004)
H (1.315, -1.976, 5.895)
H (1.077, -0.428, 6.609)
H (3.741, -1.454, 8.739)
H (2.183, -2.357, 8.483)
H (2.145, -0.645, 8.629)
C (0.393, -3.883, 1.359)
O (-1.050, -3.958, 1.230)
C (-1.540, -2.666, 0.836)
C (-2.986, -2.887, 0.553)
N (-3.068, -3.846, -0.539)
C (-4.488, -4.256, -0.758)
C (-4.981, -5.111, 0.391)
O (-4.375, -6.434, 0.196)
C (-4.268, -7.311, 1.339)
H (0.676, -3.222, 2.178)
H (0.856, -3.593, 0.416)
H (0.786, -4.844, 1.693)
H (-1.188, -2.355, -0.148)
H (-1.475, -1.883, 1.591)
H (-3.449, -1.921, 0.352)
H (-3.337, -3.257, 1.516)
H (-2.535, -4.610, -0.149)
H (-4.533, -4.879, -1.652)
H (-5.149, -3.421, -0.990)
H (-6.069, -5.159, 0.346)
H (-4.682, -4.654, 1.334)
H (-4.100, -8.354, 1.069)
H (-5.265, -7.408, 1.768)
H (-3.489, -7.062, 2.059)
C (-6.689, 8.353, -1.420)
O (-5.299, 7.895, -1.528)
C (-5.049, 7.239, -2.730)
C (-3.837, 6.437, -2.436)
N (-4.113, 5.320, -1.528)
C (-2.845, 4.728, -1.137)
C (-2.988, 3.730, 0.009)
O (-3.298, 4.368, 1.281)
C (-4.293, 3.807, 2.046)
H (-7.014, 8.889, -2.312)
H (-6.882, 9.082, -0.633)
H (-7.328, 7.506, -1.169)
H (-4.787, 7.930, -3.532)
H (-5.830, 6.582, -3.113)
H (-3.130, 7.118, -1.962)
H (-3.543, 6.118, -3.436)
H (-4.612, 5.794, -0.788)
H (-2.089, 5.489, -0.941)
H (-2.361, 4.185, -1.949)
H (-2.032, 3.231, 0.168)
H (-3.739, 2.991, -0.271)
H (-3.960, 2.884, 2.522)
H (-5.214, 3.566, 1.515)
H (-4.477, 4.555, 2.817)
C (-0.545, -8.878, -2.258)
O (-0.332, -7.505, -2.492)
C (-1.429, -6.636, -2.588)
C (-1.130, -5.174, -2.753)
N (-0.096, -4.947, -3.764)
C (0.177, -3.524, -4.058)
C (1.042, -2.749, -3.019)
O (2.345, -3.302, -2.759)
C (3.195, -2.596, -1.840)
H (-1.194, -9.095, -1.410)
H (0.439, -9.343, -2.181)
H (-1.096, -9.199, -3.142)
H (-2.145, -6.688, -1.768)
H (-2.032, -6.945, -3.442)
H (-0.887, -4.701, -1.802)
H (-2.075, -4.733, -3.072)
H (0.767, -5.295, -3.373)
H (-0.742, -2.998, -4.318)
H (0.762, -3.502, -4.978)
H (0.401, -2.754, -2.137)
H (1.123, -1.747, -3.440)
H (2.815, -2.494, -0.823)
H (3.388, -1.617, -2.277)
H (4.089, -3.214, -1.753)